Entry 1:
A molecular structure, C48H39ClMnO6P2S2Te in a non-equilibrium geometry. Source: OMol25; level of theory: the ωB97M-V functional and the def2-TZVPD basis.

Each line ends with the Mulliken spin population.
Element x y z (Å)
Mn 0.7457 -0.4682 -0.9350  0.013
O 0.7433 1.8577 2.7590  0.001
S 0.0128 1.0713 1.7326  0.003
C -0.8175 -0.1920 2.7447  0.051
C -1.4665 0.1703 3.9167  -0.043
C -1.8318 -0.8004 4.8287  0.017
C -1.4828 -2.1268 4.6020  -0.022
C -0.8225 -2.4864 3.4413  0.004
C -0.5090 -1.5298 2.4708  0.051
P 0.3063 -2.0211 0.8874  -0.041
C 1.6514 -3.0666 1.6013  0.001
C 2.2398 -2.7191 2.8195  0.001
C 3.2644 -3.4820 3.3557  0.000
C 3.7279 -4.6002 2.6788  0.000
C 3.1659 -4.9411 1.4585  0.000
C 2.1417 -4.1778 0.9189  0.001
C -0.7838 -3.3419 0.2086  -0.049
C -1.8685 -3.9343 0.8506  0.059
C -2.5727 -4.9587 0.2355  0.010
C -2.2071 -5.4043 -1.0252  0.001
C -1.1522 -4.7976 -1.6876  0.001
C -0.4516 -3.7676 -1.0781  -0.003
C -1.3071 2.1866 1.1808  0.025
C -1.7353 3.1624 2.0681  0.003
C -2.5613 4.1823 1.6337  0.002
C -2.8753 4.2815 0.2854  0.000
C -2.4042 3.3360 -0.6094  0.011
C -1.6537 2.2401 -0.1745  -0.040
P -1.1237 0.9590 -1.4025  -0.004
C -2.6953 0.3762 -2.1563  0.031
C -2.5709 -0.7412 -2.9840  0.007
C -3.6796 -1.2619 -3.6320  0.014
C -4.9241 -0.6720 -3.4705  0.005
C -5.0592 0.4286 -2.6376  0.032
C -3.9567 0.9438 -1.9725  -0.001
C -0.5332 2.1314 -2.6911  -0.002
C 0.5906 2.8917 -2.3643  -0.002
C 1.0914 3.8230 -3.2561  0.000
C 0.4780 4.0033 -4.4888  0.000
C -0.6222 3.2339 -4.8296  0.001
C -1.1255 2.2947 -3.9381  0.010
H -1.6654 1.2144 4.1145  -0.003
H -2.3569 -0.5204 5.7322  0.000
H -1.7103 -2.8833 5.3419  0.000
H -0.5122 -3.5126 3.2961  0.006
H 1.8852 -1.8555 3.3670  -0.001
H 3.6950 -3.2050 4.3097  0.000
H 4.5202 -5.2039 3.1015  0.000
H 3.5243 -5.8122 0.9254  0.000
H 1.7149 -4.4564 -0.0343  0.000
H -2.1846 -3.6000 1.8269  0.010
H -3.4159 -5.4026 0.7490  0.000
H -2.7508 -6.2153 -1.4924  0.000
H -0.8776 -5.1172 -2.6847  0.000
H 0.3555 -3.2792 -1.6103  0.000
H -1.3695 3.1404 3.0863  0.000
H -2.9219 4.9218 2.3364  0.000
H -3.4669 5.1110 -0.0802  0.000
H -2.5927 3.4534 -1.6687  0.002
H -1.5978 -1.1986 -3.1143  0.000
H -3.5731 -2.1347 -4.2632  0.000
H -5.7910 -1.0685 -3.9828  0.000
H -6.0283 0.8902 -2.4976  0.001
H -4.0911 1.7791 -1.3027  -0.027
H 1.0742 2.7387 -1.4054  0.000
H 1.9634 4.4086 -2.9931  0.000
H 0.8591 4.7388 -5.1854  0.000
H -1.0947 3.3634 -5.7950  0.000
H -1.9800 1.6935 -4.2199  0.000
Te -3.4351 -0.6214 0.8521  0.792
C -5.3602 -1.4227 0.8150  -0.051
C -6.4382 -1.0033 1.5518  0.065
C -7.5976 -1.7844 1.3494  -0.032
C -7.3972 -2.7913 0.4528  0.078
S -5.7896 -2.7984 -0.1420  0.006
H -6.3834 -0.1586 2.2235  0.003
H -8.5382 -1.6036 1.8486  0.000
H -8.1080 -3.5259 0.1105  0.003
O 2.5478 -1.7214 -1.8356  0.000
Cl 1.9902 -1.1172 -3.0305  0.000
O 2.0619 0.3122 -2.9135  0.000
O 2.6652 -1.5743 -4.1857  0.000
O 0.5848 -1.4891 -3.0796  0.000
C 3.4591 0.1984 1.6861  0.001
C 3.2986 0.8542 0.3453  0.001
O 2.1909 0.8922 -0.1846  0.000
C 4.4706 1.4806 -0.2894  -0.001
C 5.6958 1.5759 0.3750  0.000
C 6.7753 2.1874 -0.2357  0.000
C 6.6521 2.7022 -1.5187  0.000
C 5.4417 2.6028 -2.1913  0.001
C 4.3555 2.0031 -1.5806  -0.001
H 2.5255 -0.2885 1.9417  0.001
H 3.6697 0.9524 2.4458  0.000
H 4.2624 -0.5385 1.6665  0.000
H 5.8093 1.1712 1.3713  0.000
H 7.7193 2.2552 0.2886  0.000
H 7.5026 3.1723 -1.9949  0.000
H 5.3509 2.9851 -3.1994  0.000
H 3.4161 1.8951 -2.1006  -0.001

Values from the calculation:
<S²>: 0.760
HOMO (alpha / beta) in eV: -7.1 / -7.1
Electronic energy in eV: -154067.484
Largest force on an atom in Eh/bohr: 0.03007
Spin multiplicity: 2
Energy above the lowest of the compared OMol25 structures with the same formula, charge and spin in kcal/mol: 0.0

---

Entry 2:
A molecular structure, C48H39N6O2P2S4Ta. Source: OMol25; level of theory: the ωB97M-V functional and the def2-TZVPD basis.

Each line ends with the Mulliken charge.
Element x y z (Å)
Ta -0.6893 -0.7178 0.2053  -0.590
C 4.0874 -3.0018 -1.6016  -1.134
O 2.6805 -2.9793 -1.3856  -0.131
C 2.1797 -3.7753 -0.4149  0.716
C 2.9227 -4.6884 0.3275  -0.684
C 2.2929 -5.4960 1.2648  -1.039
C 0.9247 -5.4193 1.4660  -0.928
C 0.1853 -4.4967 0.7405  -0.314
C 0.8074 -3.6640 -0.1679  -0.047
N 0.0410 -2.6633 -0.8961  1.865
N -0.1112 -3.0109 -2.0912  -0.932
C -0.7563 -2.2360 -3.0353  -0.116
C -1.1859 -0.9281 -2.8347  0.758
O -1.0603 -0.3436 -1.6474  0.712
C -1.7752 -0.1925 -3.8815  -1.246
C -1.9489 -0.7806 -5.1008  -0.921
C -1.5438 -2.1134 -5.3557  0.723
C -1.7382 -2.7009 -6.6281  -1.060
C -1.3317 -3.9825 -6.8640  -0.606
C -0.7134 -4.7208 -5.8366  -0.721
C -0.5137 -4.1795 -4.5949  -0.753
C -0.9281 -2.8589 -4.3256  0.658
H 4.4149 -3.9861 -1.9389  0.428
H 4.6272 -2.7236 -0.6937  0.391
H 4.2827 -2.2698 -2.3789  0.249
H 3.9842 -4.7892 0.1588  0.529
H 2.8829 -6.2106 1.8233  0.446
H 0.4300 -6.0780 2.1661  0.504
H -0.8875 -4.4351 0.8713  0.478
H -2.0784 0.8270 -3.6843  0.649
H -2.4070 -0.2231 -5.9091  0.449
H -2.2099 -2.1165 -7.4079  0.439
H -1.4791 -4.4320 -7.8362  0.424
H -0.3886 -5.7338 -6.0338  0.436
H -0.0346 -4.7535 -3.8154  0.497
S 1.7871 -0.2950 -0.4880  -0.663
P 1.4450 1.4893 0.4648  1.328
C -0.1500 1.1375 0.9712  0.752
P -1.6018 2.0340 1.1880  2.206
S -2.8390 0.4571 0.8314  -0.781
C -1.8803 2.6510 2.8515  0.628
C -1.4723 1.8137 3.8952  -0.508
C -1.7047 2.1805 5.2072  -0.793
C -2.3523 3.3813 5.4853  -0.600
C -2.7744 4.2032 4.4530  -0.731
C -2.5441 3.8393 3.1324  -0.581
C -1.8078 3.3747 0.0204  0.369
C -2.5919 3.2053 -1.1175  -0.525
C -2.6967 4.2391 -2.0378  -0.792
C -2.0172 5.4289 -1.8233  -0.670
C -1.2270 5.5947 -0.6925  -0.826
C -1.1193 4.5712 0.2324  -0.250
C 2.5964 1.7197 1.8298  0.291
C 2.1103 2.0250 3.0962  -0.253
C 2.9967 2.1763 4.1552  -0.676
C 4.3586 2.0141 3.9503  -0.569
C 4.8463 1.7127 2.6817  -0.764
C 3.9676 1.5704 1.6208  -0.422
C 1.6598 2.8694 -0.6524  0.768
C 1.0846 2.7831 -1.9224  -0.309
C 1.2002 3.8434 -2.8007  -0.634
C 1.8906 4.9901 -2.4198  -0.643
C 2.4576 5.0801 -1.1579  -0.823
C 2.3426 4.0200 -0.2681  -0.708
H -0.9803 0.8711 3.6694  0.059
H -1.3905 1.5352 6.0170  0.474
H -2.5332 3.6699 6.5121  0.424
H -3.2871 5.1301 4.6710  0.451
H -2.8870 4.4798 2.3301  0.460
H -3.1279 2.2761 -1.2650  0.407
H -3.3210 4.1204 -2.9134  0.469
H -2.1071 6.2367 -2.5378  0.444
H -0.7006 6.5256 -0.5294  0.478
H -0.5097 4.7059 1.1187  0.519
H 1.0459 2.1496 3.2519  0.241
H 2.6202 2.4256 5.1386  0.461
H 5.0475 2.1311 4.7763  0.414
H 5.9098 1.5976 2.5213  0.444
H 4.3474 1.3396 0.6311  0.475
H 0.5583 1.8831 -2.2216  0.278
H 0.7616 3.7764 -3.7874  0.475
H 1.9902 5.8135 -3.1147  0.445
H 3.0002 5.9681 -0.8631  0.450
H 2.7928 4.0891 0.7142  0.479
N 2.1722 -1.4302 2.4995  0.103
C 0.9532 -1.7920 2.8746  -0.360
N -0.1325 -1.7761 2.1024  1.776
C -1.2193 -2.3522 2.7794  -0.861
C -0.9831 -2.7023 4.0535  -0.287
S 0.6568 -2.3829 4.4704  -0.225
C -2.4156 -2.6047 1.9849  -0.880
C -3.5751 -3.1690 2.3571  -0.103
S -4.6206 -3.3408 0.9926  -0.204
C -3.4152 -2.6291 -0.0171  0.058
N -2.3108 -2.2865 0.6295  0.707
N -3.6259 -2.4417 -1.3243  -0.220
H 2.3270 -1.0791 1.5584  -0.402
H 2.9147 -1.3556 3.1741  0.271
H -1.6568 -3.1676 4.7528  0.513
H -3.8893 -3.5102 3.3287  0.496
H -4.4759 -2.7577 -1.7578  0.237
H -2.8603 -2.1828 -1.9278  0.080

Values from the calculation:
Charge: +2
HOMO in eV: -12.7
Electronic energy in eV: -126908.227
Largest force on an atom in Eh/bohr: 0.00990
Energy above the lowest of the compared OMol25 structures with the same formula, charge and spin in kcal/mol: 0.0

---

Entry 3:
A molecular structure, C48H40ClF3KN4O5SSb in a non-equilibrium geometry. Source: OMol25; level of theory: the ωB97M-V functional and the def2-TZVPD basis.

Each line ends with the Mulliken charge.
Element x y z (Å)
K -0.0005 -0.0617 1.2388  1.289
O 3.8401 -2.2739 1.7447  -0.771
Cl 2.4855 -1.8420 1.5769  1.652
O 1.6950 -2.1070 2.7438  -0.594
O 2.4429 -0.4162 1.3026  -0.655
O 1.8955 -2.5280 0.4383  -0.620
C 1.1087 4.0353 -2.0668  -1.212
C 1.9559 3.3774 -1.0034  0.777
O 2.6978 2.4377 -1.2372  -0.514
N 1.8557 3.9547 0.2244  -0.097
C 2.3674 3.3330 1.4364  -0.436
C 1.3071 3.4170 2.5050  0.506
C 1.4403 4.1937 3.6451  -1.099
C 0.3729 4.2497 4.5334  -0.404
C -0.7872 3.5650 4.2322  -0.755
C -0.8336 2.8183 3.0587  -0.188
N 0.1960 2.7340 2.2277  0.407
H 0.0873 3.6535 -1.9747  0.036
H 1.4995 3.7712 -3.0468  0.320
H 1.0884 5.1204 -1.9494  0.492
H 1.0708 4.5760 0.3402  0.292
H 3.2887 3.8233 1.7634  0.327
H 2.5989 2.2889 1.2158  0.033
H 2.3645 4.7265 3.8323  0.403
H 0.4529 4.8176 5.4524  0.369
H -1.6352 3.5640 4.9034  0.420
H -1.7086 2.2377 2.7970  0.245
C -1.2654 -3.0732 -0.1180  -1.007
C -2.3696 -2.2107 -0.6480  0.738
C -3.5916 -2.8317 -1.0296  -1.231
C -4.6107 -2.0554 -1.4797  -1.175
C -4.4486 -0.6503 -1.5589  1.408
C -5.4916 0.1832 -2.0247  -0.964
C -5.2748 1.5348 -2.0901  -0.632
C -4.0459 2.0850 -1.6991  -0.749
C -2.9862 1.3208 -1.2240  0.384
S -1.5014 2.0697 -0.7201  -0.004
C -3.2040 -0.1098 -1.1615  -1.182
N -2.1870 -0.9156 -0.7223  1.408
H -1.1411 -3.9689 -0.7315  0.409
H -1.5019 -3.3891 0.9028  0.247
H -0.3139 -2.5500 -0.1010  -0.259
H -3.6827 -3.9080 -0.9502  0.519
H -5.5590 -2.4893 -1.7811  0.347
H -6.4360 -0.2619 -2.3174  0.358
H -6.0568 2.1988 -2.4438  0.326
H -3.9037 3.1572 -1.7540  0.445
F -0.6425 -5.8037 -4.6601  -0.393
C -0.1716 -4.6500 -4.1092  0.342
C -1.0277 -3.5756 -3.9807  -0.497
C -0.5312 -2.4085 -3.4161  -0.484
C 0.7934 -2.3074 -2.9874  0.797
C 1.6176 -3.4155 -3.1432  -0.441
C 1.1435 -4.5985 -3.7035  -0.765
Sb 1.3429 -0.4205 -2.0899  0.285
C 0.9840 0.5566 -3.9809  0.119
C 1.6654 0.1883 -5.1409  -0.252
C 1.3602 0.7553 -6.3706  -0.826
C 0.3442 1.6910 -6.4219  0.447
F 0.0358 2.2498 -7.6255  -0.382
C -0.3696 2.0690 -5.3074  -0.836
C -0.0406 1.4916 -4.0831  -0.282
C 3.4721 -0.6094 -2.3488  0.301
C 4.1908 0.3548 -3.0527  -0.467
C 5.5748 0.2973 -3.1544  -0.852
C 6.2343 -0.7378 -2.5248  0.411
F 7.5925 -0.8017 -2.6212  -0.378
C 5.5711 -1.6955 -1.7910  -1.002
C 4.1848 -1.6198 -1.7058  -0.333
H -2.0569 -3.6565 -4.3061  0.442
H -1.2041 -1.5641 -3.3047  0.257
H 2.6518 -3.3740 -2.8249  0.249
H 1.7788 -5.4669 -3.8220  0.452
H 2.4514 -0.5581 -5.0928  0.414
H 1.8846 0.4771 -7.2758  0.424
H -1.1697 2.7933 -5.3926  0.463
H -0.6011 1.7771 -3.1949  0.228
H 3.6718 1.1834 -3.5184  0.412
H 6.1374 1.0460 -3.6973  0.439
H 6.1277 -2.4674 -1.2761  0.450
H 3.6660 -2.3453 -1.0907  0.594
C 0.7968 1.5670 7.1089  -0.635
C -0.5220 1.1279 7.1856  -0.529
C -1.1356 0.5117 6.1088  -0.028
C -0.4562 0.3065 4.8857  -0.840
C 0.8866 0.7415 4.8395  0.060
C 1.4903 1.3596 5.9198  -0.703
N -1.0598 -0.1375 3.7379  0.447
C -1.9146 -1.1917 3.7843  -0.476
C -1.8737 -2.2232 4.7614  -0.216
C -2.7150 -3.3171 4.7011  -0.525
C -3.6527 -3.4610 3.6805  -0.711
C -3.7151 -2.4616 2.7140  -0.371
C -2.8784 -1.3615 2.7549  -0.146
H 1.2714 2.0495 7.9554  0.342
H -1.0888 1.2771 8.1000  0.335
H -2.1706 0.1970 6.1836  0.405
H 1.4485 0.5756 3.9273  0.450
H 2.5239 1.6785 5.8308  0.411
H -1.1360 -2.1629 5.5516  0.400
H -2.6238 -4.0847 5.4642  0.316
H -4.3070 -4.3232 3.6376  0.358
H -4.4331 -2.5344 1.9026  0.402
H -2.9714 -0.5892 1.9972  0.310

Values from the calculation:
Charge: -2
HOMO in eV: -1.5
Electronic energy in eV: -120993.916
Largest force on an atom in Eh/bohr: 0.02114
Energy above the lowest of the compared OMol25 structures with the same formula, charge and spin in kcal/mol: 0.0